Here is 3 unconnected molecules or ions with the total composition C6H5N3O2 from OMol25. Energies are from the ωB97M-V functional and the def2-TZVPD basis.

Last column: Mulliken charge in e.
Geometry (Å):
C  0.8789  0.5264  1.3145  -0.4276
C  -1.1623  -0.0825  1.6512  -0.1697
C  0.1504  0.7038  0.1945  0.4321
C  0.1006  1.4287  -2.3803  -0.3492
C  -0.8477  -2.5009  -0.9762  0.7194
C  0.7126  1.0928  -1.1428  0.1279
N  -1.1361  0.2694  0.4332  -0.5443
N  0.0709  -0.0474  2.2769  -0.1308
N  0.8304  2.3665  -1.8132  -0.4581
O  -1.1876  -2.0343  -1.9440  -0.3273
O  -0.4578  -2.9139  0.0290  -0.3957
H  1.9425  0.4938  1.1920  0.3835
H  -2.0764  -0.4830  2.2434  0.3264
H  -0.4304  1.2377  -3.1871  0.4133
H  2.3368  0.0435  -1.2464  0.1079
H  0.2751  -0.1005  3.3551  0.2922

Forces on the atoms, in the same order (eV/Å):
1.1467 -0.4308 -0.3149
-1.8460 -1.8968 3.6600
0.1639 -0.0284 -0.6225
4.3242 2.4043 5.5248
1.1875 -0.5311 2.6431
1.7937 -2.3555 0.1732
-0.6085 0.9513 -1.8714
0.3427 0.8369 1.6925
-1.7290 -1.6827 -1.1564
-1.2615 1.1968 -3.2726
0.1012 -0.6004 0.6180
0.4397 0.1911 1.0590
1.7160 0.8364 -1.3147
-2.4105 -0.7126 -3.6407
-2.7163 1.7836 0.0937
-0.6441 0.0379 -3.2714

Output
- 2S+1 = 1
- DFT total energy (hartree) = -546.2043
- energy above the lowest of the compared OMol25 structures with the same formula, charge and spin (kJ/mol) = 482.93
- net charge = 0
- gap between HOMO and LUMO (alpha / beta) (eV) = 8.873 / 8.878
- HOMO energy (alpha / beta) (eV) = -8.46 / -8.47


Here is a molecular structure, C2H3HgO2 from OMol25. Energies are from the ωB97M-V functional and the def2-TZVPD basis.

Last column: Mulliken charge in e.
Geometry (Å):
O  3.0228  -1.6001  -0.9083  -0.3198
Hg  1.4665  -0.1760  -0.1061  0.0693
O  3.2785  -1.4433  0.3775  -0.3216
C  -1.7713  0.2802  0.1347  -0.5288
C  -0.6075  0.9617  0.0427  -0.5449
H  -2.7783  0.7387  0.1214  0.2261
H  -1.7997  -0.8164  0.2461  0.1960
H  -0.8110  2.0552  0.0920  0.2236

Forces on the atoms, in the same order (eV/Å):
0.9906 -1.1125 -0.8295
-2.0685 2.2558 0.2017
1.2843 -0.9475 0.6235
0.4087 -0.2080 0.0052
-1.7755 -0.0219 0.5074
0.4640 -0.0205 0.1455
0.0723 0.3383 -0.2766
0.6241 -0.2838 -0.3771

Output
- 2S+1 = 3
- expectation value of S² = 2.0171
- DFT total energy (hartree) = -381.6925
- energy above the lowest of the compared OMol25 structures with the same formula, charge and spin (kJ/mol) = 256.74
- net charge = -1
- gap between HOMO and LUMO (alpha / beta) (eV) = 5.193 / 7.293
- HOMO energy (alpha / beta) (eV) = -0.93 / -3.14


Here is a molecular structure, FH14HfO7 from OMol25. Energies are from the ωB97M-V functional and the def2-TZVPD basis.

Last column: Mulliken charge in e.
Geometry (Å):
Hf  -2.6153  -0.7077  0.8687  1.6842
F  -0.4763  0.1012  0.2413  -0.0392
O  1.5782  0.9436  -1.8025  -0.7040
H  1.9023  0.0513  -1.6798  0.4191
H  1.3077  1.2230  -0.9278  0.3563
O  -1.7326  0.4908  2.7052  -0.4826
H  -1.3612  0.1224  3.5068  0.3618
H  -1.8796  1.4139  2.9110  0.3644
O  1.2905  -2.0937  -0.4421  -0.5918
H  0.7286  -1.3196  -0.4051  0.1427
H  1.8387  -2.0298  0.3399  0.4145
O  2.0095  -0.8680  1.8069  -0.6713
H  1.5822  -0.0716  1.4916  0.3279
H  2.2504  -0.6690  2.7116  0.2993
O  -0.3860  -1.1585  -2.6874  -0.6743
H  0.1407  -0.4670  -2.2866  0.3458
H  0.1628  -1.4995  -3.3936  0.3058
O  -2.7502  -0.3028  -1.5372  -0.4919
H  -2.0447  -0.2143  -2.1779  0.3281
H  -3.5492  -0.3369  -2.0632  0.3548
O  0.9887  2.3290  1.1174  -0.6032
H  0.8019  3.2289  0.8497  0.3294
H  0.2132  1.8341  0.8531  0.2242

Forces on the atoms, in the same order (eV/Å):
5.9342 3.1234 -2.8535
-4.6777 -1.6765 1.2157
-0.7101 -0.1825 -0.3973
0.7305 -0.3561 0.1237
0.2590 0.3667 0.3741
-1.3376 -1.3928 -1.4593
0.5188 -0.5785 0.6584
-0.1697 0.9824 -0.1101
-0.3876 -0.3150 -0.7120
-0.0169 0.0142 0.0788
0.3277 0.0048 0.3990
-0.3998 -0.1115 0.3090
0.1517 0.4654 -0.1427
0.4153 -0.0202 0.2671
-1.1629 0.2018 0.4200
0.6365 0.6476 -0.0191
0.0533 -0.2298 -0.3753
-1.4043 -0.4451 3.3746
2.0923 -0.4373 -0.7926
-0.7620 -0.0252 -0.3178
-0.0786 -0.4132 0.1968
0.2251 0.4837 -0.0784
-0.2371 -0.1063 -0.1591

Output
- 2S+1 = 2
- expectation value of S² = 0.7512
- DFT total energy (hartree) = -682.1869
- net charge = +2
- gap between HOMO and LUMO (alpha / beta) (eV) = 4.707 / 4.395
- HOMO energy (alpha / beta) (eV) = -16.56 / -16.53


Here is a molecular structure, C36H42CoFN5O3 from OMol25. Energies are from the ωB97M-V functional and the def2-TZVPD basis.

Last column: Mulliken charge in e.
Geometry (Å):
Co  -1.9377  0.2742  1.2523  -0.2081
C  3.3277  -4.5873  0.1048  -1.0024
C  2.3979  -4.4440  -1.1344  -0.8087
N  1.6619  -3.2087  -1.0481  0.2536
C  0.5531  -3.3070  -0.3050  -0.4449
C  -0.3022  -2.2447  -0.0479  -0.1235
C  -1.5230  -2.6009  0.9051  0.1403
O  -1.8181  -3.7576  1.1402  -0.6790
O  -2.1446  -1.6177  1.4316  -0.2498
C  0.0909  -0.9620  -0.4076  1.9147
O  -0.5038  0.1329  -0.1082  -0.8824
C  1.2120  -0.8867  -1.3165  0.5482
C  1.5564  0.3156  -1.8728  -0.9171
C  2.5445  0.3944  -2.7821  0.2371
F  2.7546  1.5618  -3.3762  -0.3546
C  3.3902  -0.6830  -3.0838  -1.3247
C  3.1021  -1.8786  -2.4619  -0.0474
C  1.9645  -2.0301  -1.6634  -0.0970
N  4.6239  -0.6339  -3.8928  0.4392
C  5.4216  0.6577  -3.7884  -0.5047
C  6.8309  0.3255  -4.2763  -0.7943
N  6.7818  -0.9740  -4.9492  -0.1986
C  5.7195  -1.1289  -5.9605  -0.6377
C  4.3267  -1.0335  -5.3001  -0.4957
H  3.8235  -5.5573  0.0826  0.4285
H  2.6955  -4.7550  0.9595  0.3528
H  4.0310  -3.7168  0.3253  0.2583
H  1.7186  -5.3447  -1.1264  0.4356
H  3.0302  -4.4794  -2.0240  0.3176
H  0.3330  -4.2653  0.1464  0.5778
H  0.8652  1.1571  -1.6463  0.4631
H  3.9661  -2.6258  -2.4198  0.2715
H  5.4738  0.9750  -2.7852  0.4429
H  4.9172  1.4618  -4.3520  0.4316
H  7.4952  0.1841  -3.3723  0.3940
H  7.0789  1.1245  -4.9828  0.3397
H  6.5637  -1.6540  -4.1619  0.4326
H  7.7397  -1.3061  -5.1848  0.3525
H  5.8984  -2.0448  -6.4062  0.4378
H  5.9370  -0.3365  -6.7173  0.3193
H  3.9873  -2.0551  -5.1854  0.3602
H  3.6279  -0.4557  -5.8866  0.3786
C  -1.8691  -1.0585  5.2347  -1.2824
C  -0.9123  0.0679  5.1356  1.3660
C  0.1770  0.1348  6.0061  -0.9554
C  1.0871  1.1652  5.9557  -0.7153
C  0.9335  2.1762  4.9701  -0.8338
C  -0.1416  2.1345  4.1084  1.2176
C  -0.2569  3.2363  3.0620  -1.5323
C  -1.1308  1.1047  4.2141  -0.8605
N  -2.1351  1.0365  3.2249  0.8998
C  -3.2648  1.5957  3.3310  0.6588
C  -3.8947  2.1000  4.6755  -1.8082
C  -4.1228  1.7149  2.0640  0.9700
C  -5.2541  2.7119  2.0379  -1.6799
N  -3.6721  1.1248  1.0220  -0.0442
C  -4.2265  1.1759  -0.2730  0.2961
C  -3.9658  2.3988  -0.9439  1.9206
C  -3.2672  3.5848  -0.3314  -1.4727
C  -4.2412  2.4340  -2.2956  -1.1029
C  -4.6896  1.3572  -2.9520  -0.8239
C  -4.9392  0.1538  -2.2806  -1.0907
C  -4.6973  0.0340  -0.9260  0.8176
C  -4.8719  -1.3493  -0.3107  -1.4086
H  -1.3806  -1.8511  5.7238  0.5202
H  -2.1732  -1.2472  4.2068  0.1313
H  -2.7463  -0.7267  5.8404  0.2316
H  0.3506  -0.5454  6.8013  0.5019
H  1.9328  1.1799  6.6396  0.4129
H  1.6864  2.9979  4.9348  0.3723
H  0.3132  4.1191  3.2781  0.5147
H  -1.3364  3.4211  2.8472  0.1939
H  0.2647  2.9579  2.1584  0.3063
H  -3.4884  1.6161  5.5321  0.4717
H  -4.9825  2.0968  4.7166  0.4156
H  -3.5534  3.1707  4.8064  0.3350
H  -6.1746  2.4471  2.6325  0.4638
H  -5.5125  2.9656  0.9696  0.2552
H  -4.9046  3.6712  2.5586  0.3877
H  -2.7808  3.4268  0.6468  0.0733
H  -3.9449  4.4200  -0.1711  0.3718
H  -2.3961  3.8564  -0.8985  0.4627
H  -4.1368  3.3227  -2.9304  0.4495
H  -4.8784  1.4274  -4.0376  0.3934
H  -5.3186  -0.7016  -2.8607  0.3800
H  -5.2708  -1.2640  0.6927  0.3236
H  -3.9454  -1.8921  -0.1549  0.2063
H  -5.4812  -1.8919  -0.9831  0.5330

Forces on the atoms, in the same order (eV/Å):
0.9671 -1.1413 0.2641
0.0625 0.2531 0.0186
1.9140 -1.4383 0.5816
-1.5275 -0.9509 0.3422
-0.6512 1.2036 0.0820
-0.7678 -1.6640 1.7346
0.5212 -0.4982 -0.2058
0.8135 0.1103 -0.7241
-0.0353 0.9638 0.1495
-0.7390 0.9081 -0.4992
0.2189 -0.1259 0.2251
0.3458 -1.3461 0.0244
-1.6480 1.4087 0.0904
0.8064 0.0307 -0.5852
0.3096 0.7958 -0.5573
0.9586 -0.3038 0.1944
1.8863 -0.9747 0.1635
0.3782 0.6646 0.5058
-1.6470 1.5202 0.6978
-1.6765 -1.2535 -1.4147
-0.0521 0.9339 1.0473
1.1566 -2.2790 2.0985
0.2468 2.5429 -0.8845
1.8536 -0.7452 1.2551
0.5967 0.2444 -0.4454
-0.3897 0.5139 0.6246
-0.9015 -1.2278 -0.5575
0.5097 1.2335 -0.3039
-0.4740 0.0636 -0.1155
-0.1207 -0.0494 -0.1136
0.9320 -0.4565 -0.2733
-1.6704 0.8080 -0.4193
-0.1643 0.2087 1.2627
0.4874 -0.2893 0.0056
-0.3220 0.5761 -1.3613
0.8489 -0.4315 0.2447
-0.2275 0.8581 -0.9489
-0.7612 0.5928 -0.7572
0.0821 -1.8500 -1.0736
-0.4371 -0.5506 0.4940
-0.5409 -0.0997 -0.2985
-0.1762 0.4878 0.0635
-1.0898 1.6142 -0.3244
-0.1187 0.8462 0.1163
0.2806 1.0639 -0.2586
0.0594 0.9654 -1.1279
0.8194 -0.5297 1.2784
-0.6399 0.6731 -0.5113
-0.8776 -0.9071 -0.0767
2.4182 -0.1461 1.1167
0.0446 0.5779 -1.2823
-2.0576 -0.0521 1.6821
1.2256 1.6576 -1.5589
-0.0185 0.6883 -0.1817
-0.4353 1.1669 0.3345
-0.7738 -0.4565 1.3789
0.6201 1.5519 -0.7602
0.1634 -0.6535 0.3040
0.2534 -0.2626 1.2267
0.2811 1.9517 -0.3807
-1.2138 -2.2418 -1.4314
-0.1698 0.2279 -0.9646
0.3228 -0.7196 -0.0395
0.7189 1.4834 0.7464
0.2137 -1.3326 0.3405
-0.3632 -0.8174 0.1717
0.4226 -0.4865 -0.4596
-0.3289 -1.0351 0.3246
-0.2050 0.0920 -0.1100
-0.8279 -0.6964 -0.1616
-0.2724 0.6659 0.8620
1.0020 0.3673 -0.0348
-0.2553 -0.6697 -0.7247
0.3718 -0.7481 0.4378
0.1209 -0.1719 -0.3252
-0.4760 -0.8646 -0.2127
0.9425 -0.1559 -0.7640
0.0458 -0.3984 1.3436
-0.2470 -1.2197 -0.7967
-0.5590 -0.3628 -0.1100
0.0752 0.2410 -0.3185
-0.0015 0.4711 -0.8540
0.3327 -0.0061 0.7577
0.0733 -0.1317 0.7124
0.2252 0.3960 0.4538
-0.5375 -0.1968 0.0952
0.2959 0.0956 -0.2809
-0.8267 -0.7813 -0.2636

Output
- 2S+1 = 4
- expectation value of S² = 3.7583
- DFT total energy (hartree) = -3378.6454
- energy above the lowest of the compared OMol25 structures with the same formula, charge and spin (kJ/mol) = 56.12
- net charge = +2
- gap between HOMO and LUMO (alpha / beta) (eV) = 7.563 / 7.477
- HOMO energy (alpha / beta) (eV) = -12.61 / -12.76


Which of these has the lowest DFT total energy? C36H42CoFN5O3